No. 1
108
Properties=species:S:1:pos:R:3 method="wB97M-V/def2-TZVPD" lumo_energy_ev=0.19 total_charge=0 homo_energy_ha=-0.414 relative_energy_kj_mol=86.83
N -3.875 -3.956 3.394
N 1.922 1.378 -2.464
N 1.505 -6.226 -4.117
N 0.584 1.840 0.896
N 6.401 -0.086 -2.122
N -2.473 -2.850 -0.571
N -0.406 4.451 -1.841
N 0.267 -3.312 3.056
N -4.744 -0.119 1.865
N -7.150 -1.657 -3.166
N 3.403 -5.904 1.157
N 5.369 3.601 1.696
N -0.237 -1.450 -3.278
N -4.191 1.211 -2.041
N 3.338 -1.758 -1.897
N 3.968 5.242 5.056
N -5.601 4.551 0.407
N 0.135 6.082 3.337
C 3.993 5.809 4.079
C 5.043 -3.920 0.728
C 0.359 4.659 -1.004
C -5.169 1.330 -1.443
C -4.726 4.716 -0.280
C -0.059 -2.388 -2.677
C -3.118 1.827 1.403
C -6.171 -1.249 -3.625
C 0.553 -0.683 0.144
C 0.639 3.864 4.606
C 3.617 -0.703 -4.268
C 1.738 -6.919 -3.235
C 4.106 -5.018 1.033
C -4.829 -3.873 -0.049
C -3.673 4.818 -1.310
C -3.108 -3.135 3.620
C 0.845 1.487 -2.856
C 0.238 -4.445 3.135
C 0.531 0.747 0.551
C 3.999 6.441 2.741
C -5.018 -0.866 -4.400
C -0.456 1.532 -3.461
C 4.641 2.823 2.084
C 0.291 -3.634 -1.967
C 1.354 4.894 0.090
C -0.110 -5.801 3.503
C 3.736 1.871 2.669
C 3.414 -1.229 -2.926
C -3.518 -3.364 -0.388
C 2.072 -7.774 -2.084
C 5.079 2.124 -1.550
C -2.461 -1.773 3.963
C 0.505 5.074 3.800
C -4.017 0.781 1.794
C 5.758 0.854 -1.918
C -6.445 1.419 -0.781
H -1.101 -5.721 3.895
H 1.721 3.983 0.539
H -2.390 2.107 2.154
H -4.800 -4.493 0.872
H 2.751 2.079 2.234
H 3.476 0.347 -4.281
H -5.526 -3.083 0.255
H 1.448 -0.867 -0.496
H 0.953 -4.090 -2.627
H 5.459 2.376 -0.565
H 0.300 4.016 5.600
H -6.259 1.962 0.147
H -5.287 -0.527 -5.436
H -4.419 -1.807 -4.376
H -0.020 -6.432 2.643
H -2.871 -0.859 3.383
H 3.764 1.846 3.757
H -5.225 -4.479 -0.825
H 1.170 -8.106 -1.571
H 2.921 -1.159 -4.993
H -3.786 2.730 1.324
H -0.554 0.584 -4.021
H 4.019 0.945 2.268
H -0.488 2.421 -4.144
H 4.280 7.475 2.823
H -1.128 1.557 -2.587
H -3.069 5.741 -1.034
H 3.020 6.303 2.283
H -0.559 -4.323 -1.770
H 5.423 2.924 -2.258
H -2.619 -1.676 5.077
H 2.720 -8.564 -2.328
H 3.981 2.007 -1.466
H 4.627 -0.863 -4.558
H 0.800 5.437 0.912
H -6.812 0.396 -0.456
H 2.594 -7.192 -1.317
H -1.377 -1.843 3.892
H 4.681 5.868 2.035
H -2.649 1.564 0.458
H 1.662 3.523 4.657
H -4.433 -0.095 -3.936
H -0.404 -0.850 -0.319
H 0.763 -1.291 1.049
H 5.630 -3.859 1.643
H 0.021 3.115 4.093
H 0.816 -3.408 -1.020
H -4.008 4.868 -2.335
H 2.182 5.535 -0.212
H -2.969 4.027 -1.332
H 0.558 -6.158 4.263
H -7.152 1.925 -1.505
H 4.595 -2.960 0.510
H 5.721 -4.287 -0.090

***

No. 2
19
Properties=species:S:1:pos:R:3 method="wB97M-V/def2-TZVPD" lumo_energy_ev=0.88 total_charge=0 homo_energy_ha=-0.333 relative_energy_kj_mol=0.00
Si -0.234 -0.154 -0.117
O -0.507 -0.232 -1.728
O -0.820 -1.133 1.090
N 1.509 -0.405 -0.177
N -0.773 1.335 0.536
C -1.544 -0.291 1.967
C 0.619 -0.705 -2.362
C -1.091 1.205 1.909
C 1.826 -0.341 -1.572
H -0.301 1.278 2.523
H -2.545 -0.360 1.883
H 1.658 -1.254 0.238
H 0.438 -1.764 -2.478
H 0.634 -0.162 -3.381
H 2.645 -1.026 -1.798
H -1.833 1.806 2.237
H -0.630 2.228 0.114
H -1.397 -0.638 3.010
H 2.346 0.615 -1.893

***

No. 3
13
Properties=species:S:1:pos:R:3 method="wB97M-V/def2-TZVPD" lumo_energy_ev=-4.64 total_charge=+1 homo_energy_ha=-0.558 relative_energy_kj_mol=239.29
O -0.014 3.008 0.399
O -0.960 -0.462 1.435
N 0.450 -0.125 -0.828
C -0.589 -1.599 1.079
C -0.065 -1.802 -0.407
H 0.101 3.607 1.154
H -0.129 0.247 -1.589
H -0.931 -1.929 -1.137
H -0.058 3.633 -0.299
H -0.458 -2.374 1.766
H 0.451 0.479 0.051
H 0.736 -2.523 -0.553
H 1.467 -0.162 -1.072

***

No. 4
11
Properties=species:S:1:pos:R:3 method="wB97M-V/def2-TZVPD" lumo_energy_ev=-0.55 smiles="C[C@H](S)C=S" total_charge=0 homo_energy_ha=-0.331 relative_energy_kj_mol=196.48
S -2.383 -0.591 -0.159
S 1.793 -0.760 -0.187
C -0.016 1.331 -0.143
C 0.329 0.061 0.413
C -0.809 -0.894 0.242
H -0.931 1.762 0.181
H 0.949 1.758 -0.129
H 0.701 0.000 1.390
H -0.589 -1.994 0.208
H 1.263 -1.829 -0.593
H -0.306 1.156 -1.223

***

No. 5
10
Properties=species:S:1:pos:R:3 method="wB97M-V/def2-TZVPD" lumo_energy_ev=0.67 total_charge=0 homo_energy_ha=-0.352 relative_energy_kj_mol=339.26
F -1.853 -1.709 -1.311
F -0.248 1.109 1.758
F 1.723 0.166 0.026
O -0.327 -2.437 0.095
C 0.082 1.722 0.615
C 1.098 1.282 -0.153
C -1.340 -1.656 -0.054
H 1.368 1.980 -0.941
H 0.000 -3.098 -0.530
H -0.503 2.640 0.495

***

No. 6
51
Properties=species:S:1:pos:R:3 method="wB97M-V/def2-TZVPD" lumo_energy_ev=-0.14 total_charge=0 homo_energy_ha=-0.371 relative_energy_kj_mol=159.77
O 5.508 17.135 -14.965
O 1.024 14.519 -15.819
O 4.503 15.064 -10.379
O 5.451 12.125 -11.798
O 2.580 16.092 -13.481
O 4.220 12.666 -17.165
O 2.707 11.387 -11.657
O 6.013 14.188 -15.931
O 2.169 11.835 -15.546
O 3.851 13.615 -13.550
O 3.397 15.345 -16.183
O 5.013 10.620 -14.636
O 7.074 12.995 -13.836
O 0.736 13.576 -13.385
O 1.965 14.526 -10.951
O 5.879 15.342 -13.121
O 3.333 17.749 -11.497
H 1.876 15.016 -15.916
H 0.822 13.933 -14.296
H 5.577 16.493 -14.267
H 4.278 15.631 -15.958
H 3.720 14.776 -10.834
H 5.697 12.620 -11.015
H 3.400 12.951 -14.051
H 6.401 13.889 -15.104
H 3.052 17.110 -12.160
H 6.539 15.045 -12.502
H 5.004 12.264 -17.439
H 1.521 15.330 -10.659
H 7.620 13.469 -13.212
H 4.022 18.329 -11.880
H 1.331 13.999 -12.809
H 2.168 12.103 -11.898
H 4.563 9.931 -15.074
H 4.624 13.340 -16.614
H 1.637 16.337 -13.379
H 1.835 12.731 -15.706
H 5.816 10.698 -15.145
H 5.120 17.864 -14.432
H 2.119 14.164 -10.056
H 0.372 15.145 -16.153
H 5.135 15.505 -10.918
H 5.333 14.553 -13.208
H 2.801 16.324 -14.396
H 3.499 14.523 -13.451
H 4.578 12.443 -11.994
H 6.628 14.752 -16.424
H 3.330 15.355 -17.138
H 2.214 10.575 -11.637
H 3.035 11.853 -15.930
H 6.422 12.533 -13.272